107
Properties=species:S:1:pos:R:3 method="wB97M-V/def2-TZVPD" homo_ev=-3.71 de_lowest_kcal_mol=18.82 spin_multiplicity=1 homo_lumo_gap_ev=5.79 molar_mass_da=997.6 total_charge=-1
Sr 2.30461 -1.28532 0.19476
N 4.18729 0.37973 0.19124
C 5.10898 0.75706 1.09266
C 6.51748 0.50346 0.76072
C 7.55123 0.79987 1.59008
C 7.25841 1.27793 2.86514
C 5.95451 1.32937 3.32523
C 4.85256 1.37264 2.38885
C 3.62281 2.14394 2.63391
C 3.18942 2.45364 3.89051
C 2.31706 3.48705 4.19038
C 1.81528 4.19294 3.08660
C 2.18213 3.83333 1.78656
C 3.02893 2.77650 1.51572
H 4.69777 0.04946 -0.65110
H 3.10792 2.42437 0.50346
H 6.64560 0.02767 -0.21683
H 8.56471 0.70372 1.26038
H 8.05913 1.51094 3.53451
H 5.77592 1.44754 4.42369
H 3.43124 1.70880 4.63419
H 1.89668 3.57935 5.14565
H 1.08314 4.92890 3.25454
H 1.66357 4.42089 1.00790
N -0.01225 -2.30966 3.58249
N 0.07188 -3.52814 3.02739
C 0.59183 -3.81840 1.71705
O 0.90260 -4.97717 1.46604
O 0.67086 -2.71040 1.02347
H -0.23541 -2.31035 4.56366
H 0.02232 -1.48093 3.01004
H 0.23691 -4.29420 3.65176
C 2.66295 1.10486 -5.36743
Si 0.82324 0.77097 -5.32702
C -0.27897 2.16045 -4.60125
C 0.25840 0.14337 -7.06638
C 0.67664 -0.79039 -4.27777
C 0.26175 -2.09330 -4.72275
C 0.22319 -3.18508 -3.85427
C 0.75640 -3.05105 -2.54282
N 1.17270 -1.86837 -2.11426
C 1.05483 -0.74841 -2.89941
S 1.37860 0.81276 -2.26401
H 2.89612 2.16138 -5.14539
H 3.05325 0.82383 -6.33624
H 3.23094 0.50107 -4.63894
H -0.71881 2.87540 -5.34094
H 0.36364 2.72445 -3.95032
H -1.03192 1.69743 -3.96582
H 0.33879 0.91928 -7.80208
H -0.77058 -0.11012 -7.01047
H 0.89360 -0.71488 -7.31187
H 0.03898 -2.22212 -5.77193
H -0.09732 -4.13854 -4.22940
H 0.81397 -3.93890 -1.87514
C -2.67215 1.43393 3.30888
C -3.98694 1.04794 2.52735
C -5.12143 2.04413 2.88538
C -4.40531 -0.35046 3.11909
Si -3.90011 0.75729 0.56438
Br -1.97236 -0.40140 0.31371
C -3.61560 2.45125 -0.39063
C -4.88861 3.26036 -0.63124
C -2.68389 3.34357 0.46482
C -2.80768 2.19762 -1.67896
C -5.20725 -0.44621 -0.21551
C -6.61575 -0.03033 0.21538
C -5.06262 -0.23609 -1.74527
C -4.91321 -1.94775 0.14836
H -2.78364 1.06195 4.34695
H -2.42812 2.48563 3.34269
H -1.81431 0.93224 2.84880
H -5.35815 1.96752 3.92420
H -6.03577 1.95450 2.26981
H -4.76057 3.07853 2.68708
H -4.61728 -0.20713 4.17975
H -3.65567 -1.12392 3.01797
H -5.34212 -0.71053 2.61799
H -5.27733 3.70228 0.29185
H -5.64600 2.63230 -1.11552
H -4.56559 4.16457 -1.17508
H -3.15063 3.53367 1.41104
H -2.54138 4.31372 -0.04575
H -1.70696 2.88535 0.58947
H -3.29825 1.53399 -2.41166
H -1.78862 1.92128 -1.37635
H -2.75064 3.18731 -2.11102
H -6.84108 1.01359 0.11112
H -6.73320 -0.27544 1.29130
H -7.29850 -0.67876 -0.33633
H -5.11000 0.84788 -1.99760
H -5.85483 -0.73431 -2.33992
H -4.11587 -0.59892 -2.17299
H -5.01025 -2.13282 1.19584
H -3.94101 -2.30824 -0.10723
H -5.55901 -2.65042 -0.31221
I 3.90549 -2.54365 2.81505
C 4.26675 -4.00271 1.34507
C 4.89252 -5.17692 1.81245
C 5.12366 -6.18925 0.88217
C 4.79472 -5.94437 -0.49499
C 4.13258 -4.78023 -0.82236
N 3.95100 -3.74875 0.04777
H 5.23130 -5.35993 2.82875
H 5.62426 -7.12522 1.17451
H 5.05695 -6.69024 -1.25041
H 3.79293 -4.58698 -1.88273


116
Properties=species:S:1:pos:R:3 method="wB97M-V/def2-TZVPD" homo_ev=-9.36 de_lowest_kcal_mol=0.00 spin_multiplicity=1 homo_lumo_gap_ev=9.93 molar_mass_da=856.9 smiles="COC(=O)OC.COC(=O)OC.COC(=O)OC.COC(=O)OC.COC(=O)OC.COC(=O)OC.c1ccncc1.c1ccncc1.c1ccncc1.c1ccncc1"
C 2.15218 -5.11560 -0.67114
O 2.87538 -4.13487 -1.41222
C 2.16254 -3.03581 -1.75867
O 0.97481 -2.91674 -1.62741
O 3.00496 -2.15637 -2.22720
C 2.24272 -0.90118 -2.54629
H 2.05057 -4.78802 0.35734
H 2.57312 -6.10462 -0.74380
H 1.11649 -5.23635 -1.03109
H 1.45503 -1.03140 -3.29142
H 2.98653 -0.19981 -2.92553
H 1.81718 -0.43884 -1.68215
C -2.08740 1.38957 2.77582
O -2.99980 1.86920 3.77930
C -2.60475 3.08227 4.26516
O -1.60082 3.62833 4.05190
O -3.56168 3.42894 5.15009
C -3.22761 4.60737 5.90071
H -2.23140 0.32561 2.57631
H -1.04577 1.47498 3.08204
H -2.15126 1.98124 1.85722
H -4.16903 5.00730 6.27176
H -2.79123 5.35268 5.25269
H -2.55170 4.39308 6.73977
C -0.38425 1.33741 -5.21350
O -1.22133 0.55445 -4.27288
C -0.93271 -0.76860 -4.44533
O -0.06708 -1.18881 -5.13129
O -1.76932 -1.51844 -3.68643
C -1.40669 -2.93146 -3.93191
H -0.33641 0.85458 -6.20103
H 0.59593 1.50813 -4.76989
H -0.92844 2.25800 -5.23694
H -1.38444 -3.18697 -4.98629
H -2.06417 -3.57268 -3.33524
H -0.38160 -2.99187 -3.54054
C -0.43443 -2.37436 5.19042
O -1.44338 -1.74700 5.98254
C -2.69838 -1.65130 5.46821
O -3.01603 -1.93772 4.35229
O -3.45741 -1.07758 6.40913
C -4.85755 -0.81885 5.98599
H 0.08523 -3.07952 5.83661
H 0.33271 -1.62950 4.91850
H -0.96908 -2.80988 4.32745
H -5.35870 -1.72592 5.64235
H -4.93001 -0.08748 5.20297
H -5.29159 -0.45712 6.89148
C 0.27734 7.00040 -7.01635
O 0.19228 7.08938 -5.57273
C 0.10848 5.94134 -4.92771
O 0.03341 4.83850 -5.42946
O 0.13031 6.16953 -3.62749
C -0.13660 5.01130 -2.84763
H -0.27262 7.84564 -7.41952
H -0.09162 6.01530 -7.27482
H 1.34350 7.06079 -7.36098
H -0.26938 5.41481 -1.83547
H 0.64719 4.24470 -2.83883
H -1.05740 4.52232 -3.13767
C -0.60791 -5.25167 1.87506
O 0.51759 -4.40657 2.23461
C 1.05211 -4.80286 3.41951
O 0.62557 -5.63546 4.13885
O 2.11150 -3.99979 3.66483
C 2.82196 -4.36080 4.87221
H -0.32967 -6.29416 1.96756
H -0.77543 -5.07144 0.79960
H -1.46189 -4.95353 2.48027
H 3.87307 -4.42652 4.57939
H 2.37061 -5.25993 5.29377
H 2.74619 -3.58515 5.64589
C 5.21913 3.16021 -1.67751
C 4.84631 2.49281 -2.77287
C 3.48713 2.43286 -3.12357
N 2.58731 2.95594 -2.37230
C 2.92996 3.68134 -1.27854
C 4.24196 3.86673 -0.95173
H 6.27209 3.19972 -1.31538
H 5.59822 1.91301 -3.30613
H 3.15098 1.83045 -3.99534
H 2.16120 4.04788 -0.63495
H 4.55390 4.40441 -0.06270
C -7.12977 -1.56176 -1.26045
C -6.15232 -0.66628 -1.67432
C -4.86399 -1.07732 -1.64930
N -4.49457 -2.24987 -1.11913
C -5.41002 -3.10280 -0.70474
C -6.77824 -2.80398 -0.78485
H -8.17661 -1.30888 -1.30976
H -6.37744 0.26331 -2.14267
H -4.05271 -0.45298 -1.97873
H -5.02922 -4.05595 -0.36047
H -7.52112 -3.53863 -0.47206
C 4.20317 -0.37725 0.93409
C 4.70123 0.36379 1.99334
C 6.05756 0.65823 2.00394
N 6.90284 0.18283 1.14546
C 6.40465 -0.58279 0.13630
C 5.09169 -0.82951 -0.04127
H 3.14895 -0.66101 0.84921
H 4.03421 0.63039 2.79602
H 6.37830 1.19869 2.87910
H 7.12368 -0.97108 -0.58975
H 4.69014 -1.44441 -0.84593
C -1.08492 0.57438 -0.99100
C -0.08395 1.48597 -0.69920
C 0.75385 1.21137 0.34864
N 0.71100 0.03161 0.96303
C -0.19123 -0.90435 0.61183
C -1.17005 -0.60255 -0.29736
H -1.80873 0.83287 -1.77110
H -0.05909 2.42559 -1.26221
H 1.43360 1.96486 0.75707
H -0.28454 -1.80366 1.20904
H -1.93307 -1.35867 -0.46448


109
Properties=species:S:1:pos:R:3 method="wB97M-V/def2-TZVPD" homo_ev=0.95 de_lowest_kcal_mol=20.58 spin_multiplicity=1 homo_lumo_gap_ev=2.56 molar_mass_da=1033.0 total_charge=-2
Cs -2.31514 -0.08170 -0.35495
C -3.72197 -5.00614 -1.94133
C -3.12233 -3.63298 -1.89017
N -2.91193 -2.99920 -0.63707
N -3.34029 -3.72608 0.39366
C -3.32959 -3.42022 1.67573
N -3.78273 -4.51223 2.49839
S -2.79725 -1.93803 2.34046
C -2.78277 -2.95964 -3.04308
C -3.14175 -3.41985 -4.37914
C -2.84360 -2.67436 -5.48098
C -2.17066 -1.43102 -5.35190
C -1.84342 -1.06843 -4.05296
N -2.08903 -1.74727 -2.94422
H -3.23740 -5.70187 -1.23492
H -3.57807 -5.45947 -2.91889
H -4.80480 -5.04375 -1.71943
H -3.75964 -4.63618 0.22764
H -2.97320 -5.04663 2.81258
H -4.16881 -4.10096 3.34006
H -3.69185 -4.34285 -4.50295
H -3.14606 -3.03524 -6.46057
H -1.93095 -0.79638 -6.19411
H -1.30808 -0.12539 -3.89589
S -3.68811 2.68458 -1.41214
C -3.45916 4.32164 -0.91374
C -4.51698 5.23785 -0.73746
C -4.28339 6.54378 -0.34247
C -2.98783 6.99837 -0.10252
C -1.92782 6.11480 -0.26403
C -2.14966 4.80171 -0.67055
As -0.79435 3.40762 -0.73575
C -0.35723 3.31457 -2.64126
C -1.25604 3.67086 -3.64224
C -0.92244 3.48805 -4.97885
C 0.30643 2.94364 -5.32911
C 1.20689 2.58360 -4.33588
C 0.87330 2.76782 -3.00024
C 0.77735 4.49641 -0.22304
C 1.38161 5.47774 -1.00381
C 2.47526 6.19347 -0.53034
C 2.98108 5.93909 0.73867
C 2.39046 4.96176 1.52741
C 1.30357 4.24533 1.04300
H -5.52727 4.89092 -0.91683
H -5.12481 7.21812 -0.21626
H -2.80847 8.02046 0.21072
H -0.91689 6.45096 -0.06718
H -2.22936 4.05993 -3.37235
H -1.63931 3.74936 -5.74794
H 0.55237 2.78056 -6.37149
H 2.16092 2.14082 -4.59680
H 1.57530 2.46778 -2.22830
H 0.99324 5.67952 -1.99580
H 2.93403 6.95323 -1.15241
H 3.83303 6.49723 1.10833
H 2.78414 4.76067 2.51954
H 0.84186 3.46532 1.63931
C 4.35311 -0.66452 -0.16379
Si 3.97962 -2.49334 0.06709
C 3.51788 -2.75563 1.87367
C 5.55553 -3.48717 -0.25225
As 2.45273 -3.12631 -1.60405
Si 1.06597 -4.67030 -0.47575
C -0.13917 -5.32744 -1.74131
C 0.16746 -3.94240 0.99073
C 2.18988 -6.09487 0.06741
H 5.19486 -0.36519 0.46993
H 3.48456 -0.06044 0.11419
H 4.61036 -0.43822 -1.20195
H 4.36108 -2.45390 2.50576
H 3.28910 -3.80152 2.09212
H 2.65338 -2.14540 2.14869
H 6.34004 -3.24132 0.47137
H 5.93845 -3.28529 -1.25625
H 5.35420 -4.56082 -0.17898
H -0.89906 -4.57775 -2.00097
H -0.66679 -6.19933 -1.33725
H 0.37802 -5.63141 -2.65505
H -0.53515 -3.16323 0.67576
H 0.83295 -3.51397 1.74290
H -0.43647 -4.72351 1.46972
H 2.78589 -6.46340 -0.77285
H 1.57858 -6.92537 0.43640
H 2.87430 -5.79961 0.86829
C 1.81459 3.51212 5.41801
C 0.80247 2.92409 4.44810
N 1.38066 1.81572 3.68701
C 0.64966 0.75064 3.25794
S 0.85685 0.01013 1.78123
N -0.29157 0.25789 4.10370
C -0.09141 0.09280 5.53819
C 0.08188 -1.37880 5.88761
H 1.37190 4.33221 5.98605
H 2.68709 3.90328 4.88939
H 2.16525 2.74958 6.11663
H 0.44054 3.69556 3.76259
H -0.06860 2.56085 4.98474
H 2.04685 2.09877 2.98141
H -0.81355 -0.49849 3.66167
H -0.94004 0.51402 6.08456
H 0.79732 0.64963 5.83398
H -0.82771 -1.93795 5.66077
H 0.30624 -1.50150 6.94912
H 0.89700 -1.81023 5.30276
C 1.27862 -1.53672 -1.55063
H 0.33086 -1.77277 -2.04307
H 1.77322 -0.73971 -2.10432
H 1.08017 -1.20119 -0.53517


136
Properties=species:S:1:pos:R:3 method="wB97M-V/def2-TZVPD" homo_ev=-10.25 spin_multiplicity=1 homo_lumo_gap_ev=9.66 molar_mass_da=1232.1
C -0.16523 -3.92615 -4.54451
C 0.89998 -3.19976 -4.15396
C 1.38780 -3.36853 -2.89526
C 0.81658 -4.29451 -2.06879
C -0.32560 -5.00360 -2.41173
C -0.79974 -4.76665 -3.69402
N 1.39221 -4.59683 -0.75148
O 0.72675 -5.17128 0.07386
O 2.58940 -4.31221 -0.54485
H -0.60883 -3.92392 -5.52088
H 1.46157 -2.59860 -4.84885
H 2.27348 -2.76756 -2.59160
H -0.68635 -5.83908 -1.80332
H -1.66211 -5.25032 -4.15863
C -0.78178 3.23875 -4.19191
C -0.50165 4.67544 -4.60621
C -0.89049 5.59808 -3.51449
O 0.32118 6.12539 -3.01248
C 1.36585 5.79485 -3.81582
O 2.52577 6.06461 -3.63209
O 0.91992 4.89657 -4.76883
H -0.39421 2.46950 -4.84599
H -1.81517 3.18955 -4.03126
H -0.25700 3.00193 -3.27070
H -0.95693 4.94923 -5.54821
H -1.35975 5.05370 -2.70108
H -1.55856 6.45684 -3.73982
C 5.32582 2.62375 -4.60309
C 4.40675 2.06246 -3.57990
C 3.32203 2.93970 -3.06202
O 2.27829 1.99586 -2.84529
C 2.54102 0.88584 -3.49847
O 1.81028 -0.05632 -3.53623
O 3.71237 0.97495 -4.17275
H 6.21705 2.02698 -4.82427
H 5.74914 3.59956 -4.39545
H 4.82198 2.71836 -5.54763
H 5.07942 1.64243 -2.85337
H 3.08326 3.74914 -3.73426
H 3.54076 3.28569 -2.04310
C -3.77749 1.88300 2.04695
C -4.51451 2.55884 0.91388
C -3.90999 3.79746 0.34749
O -3.99590 3.64916 -1.04936
C -4.14431 2.29628 -1.39325
O -4.09956 1.91382 -2.50814
O -4.38101 1.61520 -0.22350
H -3.87159 2.54743 2.90424
H -2.74809 1.70948 1.83726
H -4.26169 0.98595 2.36625
H -5.54618 2.73279 1.10433
H -2.83031 3.90177 0.62968
H -4.46827 4.64267 0.72687
C -0.64600 0.32180 5.56687
C -0.45042 -1.14772 5.27969
C 0.23821 -1.98550 6.36432
O -0.17784 -3.31529 6.00935
C -1.37118 -3.18063 5.42904
O -2.12089 -4.08733 5.14976
O -1.70023 -1.84016 5.21589
H 0.30988 0.77400 5.50455
H -1.04564 0.47013 6.55466
H -1.32107 0.72881 4.79529
H 0.08261 -1.27924 4.30733
H -0.03520 -1.89585 7.42968
H 1.32721 -1.95188 6.33351
C 3.85722 0.74991 1.22652
C 3.44478 2.13813 1.72225
C 3.37400 2.31900 3.27084
O 3.36477 3.72506 3.35056
C 4.15643 4.19922 2.23816
O 4.50359 5.33102 2.07612
O 4.34273 3.23083 1.34628
H 3.81428 0.72225 0.11396
H 3.10088 0.04727 1.61827
H 4.84312 0.38957 1.39497
H 2.43433 2.29237 1.22857
H 4.25788 1.86603 3.72145
H 2.45970 1.95310 3.61850
C -2.16577 -4.27289 1.84244
C -2.58241 -5.67619 2.37117
C -3.98069 -6.19560 1.86355
O -3.64331 -6.88792 0.71258
C -2.33197 -7.13382 0.73212
O -1.76318 -7.71128 -0.16385
O -1.68663 -6.58731 1.77462
H -1.17519 -4.02121 2.28255
H -2.89600 -3.52842 2.19196
H -2.08578 -4.25840 0.76880
H -2.55912 -5.67586 3.52301
H -4.64390 -5.41090 1.61734
H -4.45887 -6.91295 2.47421
C -5.07637 -1.53023 -1.84257
C -3.87272 -2.45745 -1.95730
O -4.29534 -3.51504 -2.85319
S -5.89212 -3.54690 -2.83763
O -6.29852 -4.15164 -1.61209
O -6.42750 -4.03847 -4.08406
O -6.03746 -1.99375 -2.78243
H -4.81822 -0.47858 -1.98428
H -5.57717 -1.57185 -0.89930
H -3.48519 -2.89690 -1.09228
H -3.02727 -1.98935 -2.43679
C 2.85183 -4.38066 3.68729
C 2.35804 -3.52152 2.60607
O 3.15212 -2.22147 2.72768
S 3.66906 -1.97910 4.19290
O 2.87477 -0.97075 4.83688
O 5.12076 -1.75780 4.20744
O 3.12760 -3.37464 4.73228
H 3.78439 -4.84120 3.37439
H 2.13467 -5.06716 4.13504
H 1.31350 -3.17754 2.59911
H 2.61108 -4.02260 1.68583
C 1.64126 7.07304 -0.16950
C 2.59652 5.89265 -0.35448
O 1.97085 4.81221 0.42171
S 0.45589 4.85278 0.33733
O -0.01370 4.63234 1.64072
O -0.01153 4.03065 -0.73428
O 0.39684 6.34282 -0.01947
H 1.57325 7.70058 -1.01242
H 1.82043 7.69662 0.75287
H 3.60026 5.99397 0.08067
H 2.76612 5.61195 -1.41634
C 0.09888 0.66350 -0.98624
C -0.38347 -0.67979 -1.34844
O -1.41938 -0.85497 -0.32594
S -0.62060 -0.62514 1.01711
O 0.32351 -1.71739 1.17149
O -1.43545 -0.23767 2.11889
O 0.00243 0.70777 0.47361
H -0.50514 1.44743 -1.43189
H 1.14385 0.79727 -1.26147
H 0.35154 -1.45504 -1.30014
H -0.86900 -0.68082 -2.32767


no.,energy (Ha)
1,-5785.61650
2,-3054.89023
3,-8076.04302
4,-5838.20699